Computed, not measured: a molecular structure, C13H32AsN3RuS4SbSi3, with ωB97M-V with the def2-TZVPD basis set.

XYZ file:
```
58
Properties=species:S:1:pos:R:3
Ru -0.859 -0.408 -1.481
S -0.399 -3.722 0.266
As 1.084 -2.290 -0.385
S 0.401 -0.465 0.600
S 0.663 -1.985 -2.519
S 3.014 -2.885 0.061
C -2.527 -6.050 -1.055
Si -3.178 -4.478 -1.944
C -5.069 -4.210 -1.807
C -2.392 -4.071 -3.661
Sb -2.292 -2.297 -0.614
Si -3.422 -1.637 1.753
C -2.875 -3.003 2.979
C -5.284 -1.710 1.320
C -2.808 0.175 2.017
Si -2.982 0.286 -2.397
C -4.797 -0.327 -2.258
C -3.023 2.085 -1.672
C -2.512 -0.080 -4.248
H -3.031 -6.947 -1.404
H -2.680 -5.968 0.019
H -1.458 -6.178 -1.218
H -5.581 -4.674 -2.642
H -5.326 -3.157 -1.796
H -5.462 -4.652 -0.899
H -2.292 -4.941 -4.305
H -1.394 -3.647 -3.506
H -2.994 -3.328 -4.184
H -3.135 -3.983 2.584
H -3.362 -2.893 3.943
H -1.799 -2.990 3.142
H -5.494 -2.440 0.548
H -5.655 -0.750 0.981
H -5.856 -1.981 2.197
H -2.088 0.452 1.233
H -2.305 0.303 2.974
H -3.631 0.884 1.982
H -5.068 -0.591 -1.242
H -4.986 -1.190 -2.886
H -5.460 0.466 -2.586
H -3.844 2.162 -0.965
H -3.185 2.821 -2.452
H -2.102 2.348 -1.148
H -3.097 -0.921 -4.608
H -1.457 -0.347 -4.363
H -2.724 0.768 -4.890
N 0.698 3.416 -5.259
C 0.926 2.895 -4.043
C -0.046 2.102 -3.390
N 0.185 1.551 -2.208
C 1.361 1.821 -1.629
C 2.302 2.622 -2.263
N 2.100 3.136 -3.458
H -0.168 3.259 -5.741
H 1.427 3.951 -5.699
H -1.013 1.959 -3.844
H 1.549 1.418 -0.644
H 3.247 2.848 -1.789
```

The max |F| is 0.0410 hartree/bohr. As for the charge: +1. Its HOMO energy is -10.77 eV. The calculation puts the LUMO energy at -4.999 eV. The calculated total energy is -5710.83952 Ha.


Computed, not measured: C4H9NO2 in the gas phase, with ωB97M-V with the def2-TZVPD basis set.

XYZ file:
```
16
Properties=species:S:1:pos:R:3
C 1.551 0.224 2.117
C 0.425 -0.207 1.177
C 0.611 0.407 -0.211
O 1.380 1.319 -0.419
N -0.089 -0.164 -1.246
C -1.235 -1.030 -1.078
O -2.309 -0.401 -0.391
H 1.940 1.198 1.825
H 1.224 0.273 3.149
H 2.396 -0.457 2.014
H -0.527 0.106 1.603
H 0.370 -1.290 1.081
H 0.017 0.265 -2.154
H -1.467 -1.367 -2.089
H -1.044 -1.874 -0.420
H -2.601 0.368 -0.880
```

The max |F| is 0.0137 hartree/bohr. Its HOMO energy is -9.88 eV. Its energy above the lowest of the compared OMol25 structures with the same formula, charge and spin is 18.03 kcal/mol. The calculation puts the LUMO energy at 0.695 eV. The calculated total energy is -363.05681 Ha.


Computed, not measured: a gas-phase ion, C5H6N3 (charge +1), with ωB97M-V with the def2-TZVPD basis set.

XYZ file:
```
14
Properties=species:S:1:pos:R:3
C -3.446 -0.149 -0.308
C -2.134 -0.224 -0.157
N -0.969 -0.375 0.231
C 0.345 -0.191 0.052
N 0.948 0.973 -0.129
C 2.285 0.741 -0.202
C 2.452 -0.565 -0.084
N 1.254 -1.189 0.136
H -4.059 -1.036 -0.299
H -3.984 0.758 -0.149
H 0.462 1.636 -0.666
H 2.758 1.612 -0.593
H 3.382 -1.022 -0.324
H 1.240 -1.990 0.699
```

The max |F| is 0.0561 hartree/bohr. As for the charge: +1. Its HOMO energy is -12.90 eV. Its energy above the lowest of the compared OMol25 structures with the same formula, charge and spin is 32.83 kcal/mol. The calculation puts the LUMO energy at -3.759 eV. The calculated total energy is -358.07480 Ha.


Computed, not measured: C6H11ClOS3Si in the gas phase, with ωB97M-V with the def2-TZVPD basis set.

XYZ file:
```
23
Properties=species:S:1:pos:R:3
C -2.393 1.577 -2.978
C -2.125 1.779 -1.646
C -0.981 1.107 -0.907
O -0.152 0.288 -1.337
S -0.885 1.643 0.777
Si 1.289 0.863 0.657
Cl 2.470 1.592 2.335
C 1.316 -1.287 0.791
C 0.434 -1.747 1.842
C 0.061 -3.190 1.798
S 2.293 1.709 -1.066
S 1.046 3.132 -1.744
H -3.222 1.994 -3.575
H -1.760 0.943 -3.541
H -2.701 2.497 -1.003
H 0.906 -1.538 -0.131
H 2.361 -1.687 0.985
H -0.364 -1.157 1.900
H 0.929 -1.638 2.785
H 1.002 -3.832 1.499
H -0.410 -3.770 2.703
H -0.654 -3.454 1.046
H 1.540 4.178 -1.190
```

The max |F| is 0.0855 hartree/bohr. Its HOMO energy is -9.30 eV. Its energy above the lowest of the compared OMol25 structures with the same formula, charge and spin is 0.00 kcal/mol. The calculation puts the LUMO energy at -0.533 eV. The calculated total energy is -2254.73431 Ha.


Computed, not measured: C12H22O in the gas phase, with ωB97M-V with the def2-TZVPD basis set.

XYZ file:
```
35
Properties=species:S:1:pos:R:3
C -0.847 -2.450 1.859
C 0.486 -2.667 1.089
C 1.599 -2.834 2.021
C 0.808 -1.563 0.004
C 1.023 -0.094 0.515
C 0.146 0.946 -0.030
C -0.060 2.082 0.806
C -0.952 3.333 0.516
O -0.180 4.481 0.808
C -0.515 0.806 -1.446
C -1.892 0.278 -1.487
C -0.011 1.756 -2.533
C 0.337 0.299 -2.571
H -1.648 -2.713 1.146
H -0.904 -3.214 2.734
H -0.863 -1.369 2.165
H 0.373 -3.520 0.476
H 1.363 -3.576 2.808
H 1.771 -1.890 2.529
H 2.513 -3.129 1.439
H 1.815 -1.839 -0.433
H 0.195 -1.585 -0.862
H 1.081 -0.018 1.546
H 1.989 0.270 0.094
H 0.391 2.152 1.791
H -1.855 3.201 1.161
H -1.231 3.567 -0.531
H 0.634 4.517 0.262
H -1.963 -0.576 -0.786
H -2.169 -0.255 -2.404
H -2.607 1.045 -1.410
H -0.759 2.045 -3.261
H 0.616 2.521 -2.153
H 1.422 0.246 -2.430
H -0.107 -0.254 -3.433
```

The max |F| is 0.0995 hartree/bohr. Its HOMO energy is -8.60 eV. Its energy above the lowest of the compared OMol25 structures with the same formula, charge and spin is 66.02 kcal/mol. The calculation puts the LUMO energy at 0.752 eV. The calculated total energy is -545.54909 Ha.


Computed, not measured: C20H22N2O5 in the gas phase, with ωB97M-V with the def2-TZVPD basis set.

XYZ file:
```
49
Properties=species:S:1:pos:R:3
C 1.919 5.383 -4.004
O 2.478 4.188 -3.508
C 1.680 3.209 -3.075
C 0.281 3.268 -3.077
C -0.474 2.224 -2.592
C 0.121 1.078 -2.062
C -0.780 -0.009 -1.571
O -1.933 -0.099 -1.951
N -0.221 -0.872 -0.695
C -0.980 -1.935 -0.082
C -1.197 -1.734 1.432
C 0.111 -1.832 2.213
C 0.115 -1.559 3.580
C 1.272 -1.641 4.332
C 2.467 -2.004 3.736
C 2.479 -2.300 2.387
C 1.316 -2.220 1.638
C -1.863 -0.364 1.676
C -3.315 -0.339 1.191
O -4.082 -1.358 1.793
C -3.590 -2.635 1.469
C -2.149 -2.836 1.946
C 1.502 0.998 -2.062
C 2.277 2.038 -2.562
N 3.705 1.864 -2.536
O 4.401 2.592 -3.205
O 4.132 0.967 -1.832
H 2.770 6.004 -4.277
H 1.305 5.199 -4.890
H 1.323 5.894 -3.241
H -0.219 4.138 -3.469
H -1.553 2.272 -2.614
H 0.692 -0.680 -0.315
H -1.940 -1.947 -0.600
H -0.490 -2.897 -0.263
H -0.801 -1.284 4.082
H 1.237 -1.421 5.389
H 3.373 -2.064 4.319
H 3.399 -2.599 1.906
H 1.379 -2.490 0.596
H -1.301 0.424 1.171
H -1.866 -0.143 2.742
H -3.789 0.600 1.485
H -3.361 -0.422 0.096
H -4.251 -3.344 1.972
H -3.666 -2.801 0.384
H -1.791 -3.816 1.623
H -2.148 -2.819 3.037
H 2.029 0.124 -1.710
```

The max |F| is 0.0205 hartree/bohr. Its HOMO energy is -9.35 eV. Its energy above the lowest of the compared OMol25 structures with the same formula, charge and spin is 120.72 kcal/mol. The calculation puts the LUMO energy at -0.426 eV. The calculated total energy is -1260.94638 Ha.


Computed, not measured: 10 unconnected molecules or ions with the total composition C44H115N7O15, with ωB97M-V with the def2-TZVPD basis set.

XYZ file:
```
181
Properties=species:S:1:pos:R:3
C 0.478 -11.121 5.552
C 1.539 -12.068 6.284
O 2.321 -11.360 7.263
H -0.124 -11.717 4.866
H 1.051 -10.428 4.936
H -0.029 -10.427 6.223
H 2.245 -12.596 5.644
H 1.023 -12.882 6.794
H 3.091 -11.881 7.503
C 2.389 -11.722 0.103
C 1.337 -10.930 -0.819
O 1.471 -9.514 -0.642
H 3.370 -11.541 -0.336
H 2.200 -12.788 0.233
H 2.440 -11.352 1.127
H 0.323 -11.312 -0.697
H 1.659 -11.306 -1.790
H 1.384 -9.340 0.298
C -2.957 -5.437 0.077
C -3.552 -6.450 0.971
O -4.661 -7.163 0.430
H -3.724 -4.840 -0.416
H -2.300 -5.870 -0.678
H -2.454 -4.678 0.676
H -3.691 -5.860 1.877
H -2.751 -7.142 1.231
H -4.887 -7.948 0.934
C -12.129 -20.854 2.726
O -11.827 -19.712 3.488
C -10.658 -18.982 3.022
C -10.992 -17.617 3.557
N -9.918 -16.661 3.386
C -9.248 -16.580 2.116
C -8.308 -15.312 2.260
O -9.068 -14.193 2.045
C -8.267 -13.044 1.864
H -12.173 -20.659 1.655
H -13.196 -20.976 2.910
H -11.772 -21.852 2.978
H -10.445 -18.800 1.968
H -9.833 -19.390 3.606
H -11.388 -17.626 4.572
H -11.787 -17.240 2.913
H -10.305 -15.739 3.523
H -9.978 -16.444 1.318
H -8.576 -17.407 1.885
H -7.602 -15.438 1.440
H -7.805 -15.366 3.225
H -8.916 -12.179 2.002
H -8.037 -13.196 0.809
H -7.368 -12.786 2.425
C -6.869 -11.869 -3.725
O -7.946 -12.285 -2.944
C -8.131 -13.674 -3.002
C -9.462 -13.976 -2.212
N -10.485 -12.940 -2.406
C -11.297 -12.756 -1.191
C -12.250 -11.625 -1.470
O -11.685 -10.446 -0.947
C -12.389 -9.198 -1.232
H -5.960 -11.762 -3.133
H -7.019 -10.867 -4.128
H -6.661 -12.575 -4.530
H -7.322 -14.270 -2.580
H -8.332 -13.956 -4.035
H -9.236 -14.092 -1.152
H -9.978 -14.910 -2.434
H -10.052 -12.039 -2.261
H -10.768 -12.715 -0.239
H -11.801 -13.719 -1.098
H -13.217 -11.816 -1.003
H -12.323 -11.422 -2.538
H -13.448 -9.115 -0.987
H -12.372 -9.013 -2.306
H -11.756 -8.478 -0.713
C -11.487 -2.591 2.858
O -11.621 -2.655 1.451
C -10.676 -3.358 0.663
C -10.575 -4.811 1.012
N -9.510 -5.209 1.907
C -8.197 -5.227 1.377
C -7.185 -5.420 2.596
O -7.249 -4.181 3.410
C -6.846 -3.052 2.745
H -10.579 -2.068 3.159
H -11.543 -3.537 3.396
H -12.241 -1.910 3.255
H -9.726 -2.836 0.781
H -10.777 -3.273 -0.419
H -10.475 -5.303 0.045
H -11.440 -5.164 1.573
H -9.423 -4.469 2.589
H -7.721 -4.458 0.769
H -8.048 -6.100 0.742
H -6.157 -5.653 2.317
H -7.486 -6.270 3.209
H -6.592 -2.482 3.639
H -7.536 -2.542 2.073
H -5.901 -3.269 2.247
C -7.608 -2.331 6.736
O -6.448 -1.857 7.423
C -5.419 -2.812 7.467
C -4.890 -3.196 6.114
N -3.928 -4.343 6.036
C -4.397 -5.542 6.755
C -3.663 -6.780 6.258
O -4.487 -7.971 6.242
C -4.111 -8.825 7.334
H -7.491 -2.609 5.688
H -8.385 -1.597 6.949
H -8.047 -3.164 7.284
H -5.804 -3.658 8.037
H -4.594 -2.357 8.014
H -4.603 -2.253 5.648
H -5.747 -3.414 5.477
H -3.026 -4.013 6.349
H -5.475 -5.693 6.701
H -4.156 -5.320 7.795
H -2.711 -6.843 6.786
H -3.324 -6.657 5.230
H -3.088 -9.201 7.354
H -4.726 -9.725 7.328
H -4.389 -8.374 8.286
C -8.740 -10.021 -0.012
O -7.896 -10.243 1.057
C -7.614 -9.120 1.819
C -6.533 -9.300 2.823
N -5.296 -9.582 2.043
C -4.121 -9.703 2.977
C -3.537 -11.157 2.918
O -3.095 -11.479 1.576
C -2.110 -10.658 0.941
H -8.378 -9.233 -0.673
H -9.771 -9.833 0.290
H -8.706 -10.869 -0.696
H -8.499 -8.661 2.260
H -7.270 -8.389 1.087
H -6.874 -10.101 3.479
H -6.446 -8.398 3.429
H -5.310 -10.482 1.585
H -4.441 -9.461 3.990
H -3.493 -8.827 2.816
H -4.276 -11.882 3.259
H -2.642 -11.231 3.536
H -1.644 -11.206 0.122
H -1.265 -10.337 1.549
H -2.460 -9.721 0.509
C -13.565 -6.820 -3.789
C -12.578 -6.898 -4.926
C -11.768 -8.266 -4.954
O -10.834 -8.277 -3.908
C -10.077 -9.518 -3.838
N -13.438 -6.847 -6.135
H -13.045 -6.927 -2.838
H -14.321 -7.605 -3.758
H -13.873 -5.774 -3.770
H -11.913 -6.045 -4.787
H -11.343 -8.384 -5.951
H -12.491 -9.066 -4.799
H -9.370 -9.468 -3.009
H -9.522 -9.661 -4.765
H -10.797 -10.308 -3.625
H -12.698 -6.904 -6.820
H -13.954 -7.708 -6.251
C -15.781 -10.878 2.072
C -14.538 -10.413 2.947
C -13.429 -9.549 2.321
O -12.610 -8.856 3.300
C -11.467 -8.211 2.775
N -15.094 -9.584 4.019
H -15.611 -11.331 1.095
H -16.386 -10.059 1.684
H -16.508 -11.424 2.673
H -14.104 -11.301 3.406
H -13.847 -8.816 1.631
H -12.768 -10.240 1.799
H -10.801 -7.840 3.554
H -11.527 -7.447 2.000
H -10.881 -9.022 2.344
H -15.152 -10.351 4.673
H -14.308 -9.074 4.395
```

The max |F| is 0.0807 hartree/bohr. As for the expectation value of S²: 0.75. As for the charge: -1. Its HOMO energy (alpha / beta) is 0.58 / -7.04 eV. The calculation puts the LUMO energy (alpha / beta) at 1.875 / 1.847 eV. The calculated total energy is -3256.73259 Ha. The multiplicity is 2.


Computed, not measured: C15H18N4O3S3 in the gas phase, with ωB97M-V with the def2-TZVPD basis set.

XYZ file:
```
43
Properties=species:S:1:pos:R:3
C 2.930 1.214 -6.068
C 2.258 0.000 -5.461
S 1.268 0.502 -4.003
C 0.637 -1.042 -3.575
N 0.885 -2.145 -4.194
N 0.286 -3.200 -3.671
C -0.437 -2.952 -2.640
S -1.343 -4.168 -1.821
C -1.936 -3.208 -0.390
C -0.745 -2.741 0.448
O 0.366 -3.196 0.276
N -1.010 -1.815 1.396
C 0.100 -1.179 2.078
C 0.224 0.277 1.605
N -1.025 0.966 1.828
C -1.317 1.871 2.802
O -2.475 2.166 3.061
C -0.237 2.548 3.537
C -0.418 3.361 4.630
C 0.858 3.842 4.988
C 1.725 3.300 4.089
O 1.079 2.519 3.212
C -2.132 0.325 1.148
C -2.259 -1.127 1.629
S -0.442 -1.227 -2.197
H 2.190 1.944 -6.388
H 3.593 1.687 -5.347
H 3.516 0.910 -6.932
H 1.569 -0.477 -6.157
H 2.980 -0.737 -5.112
H -2.531 -2.378 -0.769
H -2.565 -3.889 0.182
H 1.007 -1.737 1.843
H -0.080 -1.208 3.158
H 1.041 0.768 2.124
H 0.435 0.285 0.529
H -1.356 3.571 5.100
H 1.097 4.500 5.797
H 2.787 3.391 3.970
H -1.941 0.346 0.070
H -3.039 0.885 1.378
H -2.451 -1.124 2.708
H -3.090 -1.627 1.137
```

The max |F| is 0.0381 hartree/bohr. Its HOMO energy is -8.21 eV. Its energy above the lowest of the compared OMol25 structures with the same formula, charge and spin is 3.14 kcal/mol. The calculation puts the LUMO energy at 0.426 eV. The calculated total energy is -2221.67600 Ha.